{
  "formula": "C9H14",
  "method": "ωB97M-V with the def2-TZVPD basis set",
  "species": ["C", "C", "C", "C", "C", "C", "C", "C", "C", "H", "H", "H", "H", "H", "H", "H", "H", "H", "H", "H", "H", "H", "H"],
  "positions_angstrom": [[1.73375, -0.06023, 0.19205], [0.45870, 0.23838, -1.94422], [1.06663, 2.21458, -0.66715], [-0.09518, 2.44175, -2.76717], [-0.88967, -2.79997, 2.50518], [1.06293, 0.83091, -0.83643], [-0.08200, 1.06887, -2.91732], [0.51536, 3.01501, -1.66017], [-2.10288, -1.87133, 2.37709], [1.16357, -0.45053, 1.04488], [2.16696, -0.92975, -0.29606], [-2.74142, -2.05374, 1.50957], [-0.88845, -3.25165, 3.50239], [-2.75231, -1.98238, 3.22647], [-0.55793, 3.10674, -3.48027], [0.02497, -2.20616, 2.53106], [-0.49101, 0.63711, -3.83024], [0.50215, -0.83537, -1.97866], [2.49615, 0.53199, 0.70959], [-1.81528, -0.82473, 2.34760], [0.57485, 4.09930, -1.58448], [-0.74912, -3.53837, 1.73277], [1.39921, 2.61956, 0.28350]],
  "forces_ev_per_a": [[0.2959, 0.4133, 0.5195], [0.6027, 1.1279, 0.3365], [-0.4376, -0.3311, -0.2643], [0.4510, 0.3574, 0.3156], [0.4246, 0.7767, 0.8804], [-0.2617, -0.6126, 0.8950], [-0.4848, -0.7437, -0.6142], [0.0159, 0.2668, 0.3121], [-0.1566, -0.0851, -0.4192], [-0.6524, 0.1756, -0.4865], [0.2781, 0.0307, 0.0297], [0.2688, -0.0914, -0.0869], [-0.1141, -0.4038, -0.3313], [-0.3066, -0.0449, 0.4567], [0.0222, -0.1728, -0.3076], [0.0831, 0.0585, -0.2551], [-0.0869, 0.0262, 0.2463], [-0.2094, -0.2413, -0.4829], [0.3044, -0.2670, -0.3315], [0.0892, 0.1102, -0.0810], [-0.1910, -0.1830, 0.1227], [-0.2760, -0.3127, -0.1736], [0.3411, 0.1460, -0.2803]],
  "homo_energy_ev": -9.03,
  "homo_lumo_gap_ev": 10.010,
  "relative_energy_ev": 0.4677,
  "e_tot_ha": -351.31300,
  "charge": 0,
  "lumo_ev": 0.98
}